(1)
Formula: C20H21N2O4S2
Source: OMol25
Level of theory: ωB97M-V/def2-TZVPD

Output
- HOMO-LUMO gap (eV) = 6.9
- total charge = -1
- max |F| (eV Å⁻¹) = 4.8
- energy relative to the best compared isomer or geometry (same formula, charge and spin) (kcal/mol) = 0.0
- multiplicity = 1

Structure (XYZ):
```
49
C20H21N2O4S2 (ωB97M-V/def2-TZVPD)
C -0.2393 3.8720 -0.5472
C -0.9238 4.0711 0.6738
C -1.0554 2.8857 1.7440
C -1.0993 1.4262 1.0385
C -2.2653 1.0266 0.0557
C -3.4271 2.0956 -0.2468
O -4.7525 1.5025 0.0747
N -4.6410 0.7975 1.2381
O -5.6680 0.1921 1.4040
C -2.2925 -0.4079 -0.5760
S -3.6842 -0.9179 -1.7197
C -1.1862 -1.4918 -0.2844
C -0.0478 -1.0580 0.6686
C 0.0297 0.3747 1.3222
C 1.2901 0.6707 2.2572
C 1.2432 -0.1399 3.6488
S 1.2585 -2.3131 1.0516
C 1.2296 -3.4088 -0.4372
C 2.5341 -4.1986 -0.8212
C 2.5361 -5.1602 -2.0658
C 1.2078 -5.2317 -2.8912
C -0.0849 -4.4315 -2.4951
C -0.0960 -3.4900 -1.2323
N -1.3630 -2.8134 -0.9109
H -0.1417 4.7671 -1.2520
H 0.1707 2.8595 -0.8878
H -1.4475 5.0677 0.9293
H -2.0531 2.9514 2.3316
H -0.2318 2.9679 2.5338
H -3.4947 2.4046 -1.3415
H -3.3525 3.0330 0.4177
H -3.8184 0.2044 -2.5460
H 2.2404 0.3186 1.6950
H 1.4606 1.7751 2.4867
H 1.8601 -1.1052 3.4846
H 0.1662 -0.4980 3.8625
H 1.7056 0.4238 4.5373
H 3.4816 -4.0960 -0.1767
H 3.4753 -5.7672 -2.3373
H 1.2321 -5.9280 -3.8097
H -0.9876 -4.5964 -3.1675
H -2.0228 -3.4144 -0.4002
C 3.6704 2.6408 -0.9263
C 2.8406 1.3896 -1.2070
O 1.6440 1.5967 -1.5386
O 3.4572 0.3050 -1.0711
H 3.0782 3.5498 -1.0614
H 4.0396 2.6182 0.1027
H 4.5246 2.6801 -1.6076
```

Calculated atomic charges, method Löwdin, unit e:
1 C 0.0071
2 C -0.1893
3 C -0.1717
4 C -0.0643
5 C -0.1154
6 C -0.1290
7 O -0.1619
8 N -0.0547
9 O 0.0109
10 C -0.3903
11 S 0.6860
12 C -0.2038
13 C -0.3086
14 C -0.1017
15 C -0.2308
16 C -0.1392
17 S 0.9101
18 C -0.3868
19 C -0.0642
20 C -0.0832
21 C -0.0952
22 C -0.0046
23 C -0.1951
24 N -0.0197
25 H 0.0623
26 H 0.0501
27 H 0.0918
28 H 0.1085
29 H 0.0946
30 H 0.1275
31 H 0.1128
32 H -0.1167
33 H 0.1084
34 H 0.0968
35 H 0.0420
36 H 0.0827
37 H 0.0709
38 H 0.0931
39 H 0.0822
40 H 0.0760
41 H 0.0849
42 H 0.1286
43 C -0.0588
44 C -0.7902
45 O -0.1115
46 O -0.1003
47 H 0.0479
48 H 0.0553
49 H 0.0568


(2)
Formula: CHMnO5
Source: OMol25
Level of theory: ωB97M-V/def2-TZVPD

Output
- HOMO-LUMO gap (spin up / spin down) (eV) = 9.2 / 9.3
- total charge = +1
- max |F| (eV Å⁻¹) = 1.9
- multiplicity = 6

Structure (XYZ):
```
8
CHMnO5 (ωB97M-V/def2-TZVPD)
O 0.9118 0.7945 0.8587
O 0.5607 -1.1261 -0.3821
O 0.0365 -0.2808 0.6538
C -1.2057 0.1863 -0.1144
O -1.1298 0.9619 -0.9926
O -2.1722 -0.3850 0.5199
Mn 2.1696 -0.0008 -0.3437
H -3.0347 -0.1727 0.1292
```

Calculated atomic charges, method Löwdin, unit e:
1 O -0.1823
2 O -0.1792
3 O -0.1974
4 C -0.4800
5 O 0.2452
6 O 0.2585
7 Mn 1.3495
8 H 0.1857


(3)
Formula: C4H11NO3
Source: OMol25
Level of theory: ωB97M-V/def2-TZVPD

Output
- HOMO-LUMO gap (spin up / spin down) (eV) = 2.8 / 8.8
- total charge = -1
- max |F| (eV Å⁻¹) = 1.5
- energy relative to the best compared isomer or geometry (same formula, charge and spin) (kcal/mol) = 15.3
- multiplicity = 2

Structure (XYZ):
```
19
C4H11NO3 (ωB97M-V/def2-TZVPD)
C -0.5375 1.2021 0.2759
C 0.0701 1.9049 1.2931
N 1.4270 1.9037 1.0528
C 1.7028 1.0832 -0.0118
C 0.5013 0.7451 -0.5710
H -1.5628 1.3230 -0.0434
H -0.3345 2.2122 2.2437
H 2.0329 2.3151 1.7472
H 2.6839 0.8299 -0.3704
H 0.3145 0.2038 -1.4801
H -2.7469 -1.6643 0.2100
H -2.0451 -0.9937 -0.9369
O -2.7463 -1.6256 -0.7680
H 0.9884 -1.2090 2.8110
H 0.4094 -1.6118 1.4574
O 0.2752 -1.7299 2.4089
H 0.1269 -1.0185 -2.7482
H 0.5065 -2.3957 -2.9321
O -0.1201 -1.7844 -3.2990
```

Calculated atomic charges, method Löwdin, unit e:
1 C -0.1557
2 C -0.2384
3 N -0.0041
4 C -0.3231
5 C -0.1692
6 H 0.0813
7 H 0.0704
8 H 0.0332
9 H 0.0442
10 H 0.0457
11 H 0.0378
12 H -0.0106
13 O -0.0929
14 H -0.0184
15 H -0.0151
16 O -0.1779
17 H -0.0090
18 H 0.0035
19 O -0.1018


(4)
Formula: C26H40CuNO3P2S2
Source: OMol25
Level of theory: ωB97M-V/def2-TZVPD

Output
- HOMO-LUMO gap (spin up / spin down) (eV) = 6.8 / 6.3
- total charge = -1
- max |F| (eV Å⁻¹) = 2.5
- energy relative to the best compared isomer or geometry (same formula, charge and spin) (kcal/mol) = 20.8
- multiplicity = 2

Structure (XYZ):
```
75
C26H40CuNO3P2S2 (ωB97M-V/def2-TZVPD)
Cu 0.0474 -1.2052 0.0548
C -3.6112 -3.1363 -1.4162
C -3.4916 -1.6161 -1.5747
C -2.8323 -1.2581 -2.9074
P -2.5032 -0.9705 -0.1607
C -3.6079 -1.0333 1.3172
C -2.9010 -0.2539 2.4293
C -5.0400 -0.5465 1.1326
C -2.3363 0.8179 -0.5504
C -3.3743 1.5929 -1.0669
C -3.2094 2.9147 -1.4534
C -4.3690 3.7542 -1.9194
C -1.9161 3.4336 -1.3703
C -0.8687 2.6906 -0.8654
C -1.0595 1.3819 -0.3742
N -0.0487 0.6822 0.2589
C 1.0382 1.3349 0.8161
C 0.8911 2.5653 1.4781
C 1.9951 3.2909 1.8825
C 3.2911 2.8323 1.6464
C 4.5000 3.6442 2.0333
C 3.4258 1.5733 1.0742
C 2.3330 0.7938 0.7039
P 2.3772 -0.9848 0.1806
C 3.4410 -0.8699 -1.3184
C 3.8992 -2.2114 -1.8854
C 2.6401 -0.0885 -2.3664
C 3.3248 -1.7794 1.5502
C 4.8311 -1.5133 1.5620
C 2.7110 -1.3906 2.8963
H -4.0913 -3.5686 -2.2981
H -4.2079 -3.4067 -0.5410
H -2.6271 -3.5964 -1.3075
H -4.4893 -1.1655 -1.5389
H -1.8155 -1.6508 -2.9404
H -2.7899 -0.1793 -3.0608
H -3.4028 -1.7011 -3.7283
H -3.6076 -2.0942 1.5896
H -2.8883 0.8136 2.1954
H -1.8663 -0.5851 2.5372
H -3.4104 -0.3954 3.3858
H -5.0577 0.5140 0.8740
H -5.5980 -0.6692 2.0654
H -5.5711 -1.1005 0.3566
H -4.3514 1.1341 -1.1873
H -5.1469 3.1358 -2.3703
H -4.0533 4.4950 -2.6562
H -4.8259 4.2958 -1.0860
H -1.7243 4.4453 -1.7158
H 0.1225 3.1223 -0.8418
H -0.1048 2.9520 1.6504
H 1.8495 4.2437 2.3823
H 4.2245 4.6769 2.2510
H 5.2398 3.6573 1.2300
H 4.9925 3.2379 2.9209
H 4.4260 1.1912 0.9009
H 4.3110 -0.2777 -1.0133
H 3.0533 -2.7576 -2.2976
H 4.3471 -2.8544 -1.1271
H 4.6348 -2.0348 -2.6756
H 1.6634 -0.5563 -2.5149
H 3.1686 -0.0839 -3.3228
H 2.4711 0.9438 -2.0551
H 3.1497 -2.8449 1.3787
H 5.0544 -0.4839 1.8388
H 5.3037 -1.7270 0.6025
H 5.2990 -2.1585 2.3109
H 2.9189 -0.3444 3.1315
H 3.1308 -2.0166 3.6878
H 1.6310 -1.5336 2.8893
O -0.3796 -4.8337 -0.7378
S 0.2428 -3.5534 -0.4518
O 1.7076 -3.6287 -0.4866
O -0.2181 -2.5176 -1.4980
S -0.2913 -2.9838 1.4872
```

Calculated atomic charges, method Löwdin, unit e:
1 Cu 0.0197
2 C -0.1066
3 C -0.5364
4 C -0.1074
5 P 1.0835
6 C -0.5398
7 C -0.1282
8 C -0.1173
9 C -0.2813
10 C -0.0748
11 C -0.2960
12 C -0.0698
13 C -0.0542
14 C -0.0334
15 C -0.2911
16 N -0.0597
17 C -0.3038
18 C -0.0392
19 C -0.0536
20 C -0.2928
21 C -0.0688
22 C -0.0631
23 C -0.2651
24 P 1.0941
25 C -0.5223
26 C -0.1181
27 C -0.1100
28 C -0.5116
29 C -0.1088
30 C -0.1235
31 H 0.0749
32 H 0.0693
33 H 0.0553
34 H 0.0862
35 H 0.0616
36 H 0.0632
37 H 0.0751
38 H 0.0996
39 H 0.0751
40 H 0.0450
41 H 0.0744
42 H 0.0641
43 H 0.0738
44 H 0.0621
45 H 0.1011
46 H 0.0694
47 H 0.0682
48 H 0.0727
49 H 0.1053
50 H 0.1079
51 H 0.1142
52 H 0.1041
53 H 0.0664
54 H 0.0718
55 H 0.0732
56 H 0.0960
57 H 0.0964
58 H 0.0705
59 H 0.0644
60 H 0.0747
61 H 0.0714
62 H 0.0755
63 H 0.0695
64 H 0.0978
65 H 0.0555
66 H 0.0596
67 H 0.0776
68 H 0.0709
69 H 0.0785
70 H 0.0219
71 O -0.4103
72 S 0.0949
73 O -0.4613
74 O -0.4898
75 S 0.3319


(5)
Formula: C12H24O6SrTe4
Source: OMol25
Level of theory: ωB97M-V/def2-TZVPD

Output
- HOMO-LUMO gap (eV) = 5.4
- max |F| (eV Å⁻¹) = 7.5
- energy relative to the best compared isomer or geometry (same formula, charge and spin) (kcal/mol) = 119.8
- multiplicity = 1

Structure (XYZ):
```
47
C12H24O6SrTe4 (ωB97M-V/def2-TZVPD)
Sr 1.2179 -1.4551 -0.2822
C 2.9109 2.3745 1.4365
C 2.0863 1.7866 2.6112
O 1.2340 0.8090 2.0674
C 0.3844 0.0669 2.9275
C -1.1083 0.2235 2.5645
O -1.2234 0.0532 1.1614
C -2.4632 0.2351 0.5003
C -3.3160 -1.0385 0.3516
O -2.7675 -2.0282 -0.5394
C -2.8341 -1.8555 -1.9499
C -1.8366 -2.8583 -2.6195
O -0.6439 -2.9923 -1.8432
C 0.2859 -1.9447 -2.2652
C -0.2839 -0.5213 -1.5984
O 0.3965 0.4318 -0.6548
C 0.2310 1.7945 -0.9332
C 1.0970 2.6758 -0.0478
O 2.3535 2.0796 0.1688
H 3.9030 1.9263 1.4258
H 3.0082 3.4602 1.5529
H 1.5135 2.5744 3.1177
H 2.7624 1.3141 3.3314
H 0.5233 0.3484 3.9741
H 0.6674 -0.9812 2.7667
H -1.4732 1.2243 2.8268
H -1.6800 -0.5299 3.1190
H -2.2216 0.5382 -0.5199
H -3.0395 1.0571 0.9379
H -4.3186 -0.7507 0.0167
H -3.3801 -1.5609 1.3051
H -2.5873 -0.8316 -2.2408
H -3.8441 -2.0417 -2.3318
H -1.6112 -2.5285 -3.6347
H -2.2850 -3.8496 -2.6372
H 0.3066 -1.8172 -3.3464
H 1.3252 -2.3880 -1.9964
H -1.0759 -0.9706 -0.9418
H -0.6591 0.0341 -2.4558
H -0.8242 2.0843 -0.8612
H 0.4694 1.9357 -1.9983
H 0.5744 2.8138 0.9021
H 1.2077 3.6462 -0.5463
Te 3.3151 -1.7870 1.3215
Te 5.7059 -0.8517 0.4407
Te 5.3425 0.2982 -2.1129
Te 2.6545 -0.2032 -2.4707
```

Calculated atomic charges, method Löwdin, unit e:
1 Sr 0.8192
2 C -0.1525
3 C -0.1803
4 O -0.2479
5 C -0.1729
6 C -0.1435
7 O -0.1716
8 C -0.1675
9 C -0.1268
10 O -0.1535
11 C -0.1754
12 C -0.1367
13 O -0.1500
14 C -0.4569
15 C -0.3448
16 O -0.5467
17 C -0.2059
18 C -0.1669
19 O -0.1722
20 H 0.0998
21 H 0.1272
22 H 0.1230
23 H 0.1261
24 H 0.1365
25 H 0.0839
26 H 0.1324
27 H 0.1293
28 H 0.0991
29 H 0.1412
30 H 0.1317
31 H 0.1312
32 H 0.1064
33 H 0.1323
34 H 0.1307
35 H 0.1329
36 H 0.0968
37 H 0.0037
38 H 0.0775
39 H 0.1366
40 H 0.1267
41 H 0.1030
42 H 0.1226
43 H 0.1400
44 Te 0.0330
45 Te -0.0480
46 Te -0.0251
47 Te 0.3223


(6)
Formula: C26H24FN5O3
Source: OMol25
Level of theory: ωB97M-V/def2-TZVPD

Output
- HOMO-LUMO gap (eV) = 9.2
- max |F| (eV Å⁻¹) = 1.3
- SMILES = COc1cccc([C@@H](C(=O)Nc2ccc(F)cc2)N(C(=O)Cn2nnc3ccccc32)C2CC2)c1
- multiplicity = 1

Structure (XYZ):
```
59
C26H24FN5O3 (ωB97M-V/def2-TZVPD)
C -7.1000 -1.2661 -0.8051
O -5.6953 -1.3468 -0.7702
C -4.9794 -0.1920 -0.6872
C -5.5234 1.0852 -0.6085
C -4.6783 2.1787 -0.5380
C -3.3040 2.0280 -0.5301
C -2.7533 0.7542 -0.5891
C -1.2644 0.5061 -0.6305
C -0.3390 1.6796 -0.2337
O -0.6507 2.5581 0.5414
N 0.8794 1.5420 -0.8093
C 2.0360 2.2991 -0.6002
C 3.2140 1.8308 -1.1833
C 4.3994 2.5181 -1.0177
C 4.3966 3.6792 -0.2644
F 5.5543 4.3541 -0.0956
C 3.2413 4.1631 0.3203
C 2.0559 3.4715 0.1510
N -0.8766 -0.6343 0.2137
C 0.1190 -1.4230 -0.2367
O 0.7097 -1.2013 -1.2827
C 0.4911 -2.6174 0.6416
N 1.7267 -3.1760 0.1918
N 1.8176 -4.4175 -0.3025
N 2.9975 -4.6588 -0.6907
C 3.7684 -3.5535 -0.4797
C 5.1150 -3.2888 -0.7279
C 5.5819 -2.0425 -0.3837
C 4.7526 -1.0716 0.1972
C 3.4219 -1.3093 0.4540
C 2.9386 -2.5635 0.1023
C -1.5162 -0.8561 1.4762
C -0.8169 -0.4503 2.7488
C -2.0334 0.2893 2.2883
C -3.5948 -0.3428 -0.6868
H -7.4484 -0.6972 -1.6729
H -7.4518 -2.2935 -0.8842
H -7.5000 -0.8168 0.1096
H -6.5906 1.2393 -0.6089
H -5.1039 3.1696 -0.4882
H -2.6717 2.8969 -0.4665
H -1.0073 0.2139 -1.6590
H 1.0275 0.7008 -1.3657
H 3.1966 0.9182 -1.7610
H 5.3161 2.1661 -1.4632
H 3.2737 5.0717 0.9000
H 1.1480 3.8345 0.6022
H 0.5740 -2.3046 1.6876
H -0.2722 -3.3960 0.5565
H 5.7489 -4.0388 -1.1718
H 6.6179 -1.7948 -0.5608
H 5.1728 -0.1092 0.4492
H 2.7873 -0.5570 0.8983
H -2.0913 -1.7770 1.5052
H -0.8862 -1.1035 3.6054
H 0.1297 0.0621 2.6600
H -2.9642 0.1398 2.8127
H -1.8986 1.2920 1.9177
H -3.1975 -1.3419 -0.7752
```

Calculated atomic charges, method Löwdin, unit e:
1 C -0.0887
2 O -0.0824
3 C -0.2630
4 C -0.0222
5 C -0.0618
6 C -0.0322
7 C -0.1673
8 C -0.1125
9 C -0.3873
10 O 0.0652
11 N 0.1505
12 C -0.2147
13 C -0.0243
14 C -0.0125
15 C -0.2814
16 F 0.0517
17 C 0.0001
18 C 0.0000
19 N 0.0340
20 C -0.3999
21 O 0.0589
22 C -0.0150
23 N -0.0843
24 N 0.0541
25 N 0.0651
26 C -0.2235
27 C -0.0125
28 C -0.0869
29 C -0.0857
30 C -0.0159
31 C -0.1660
32 C -0.2751
33 C -0.0822
34 C -0.0673
35 C 0.0454
36 H 0.0963
37 H 0.0931
38 H 0.0952
39 H 0.1021
40 H 0.1077
41 H 0.1066
42 H 0.1640
43 H 0.1132
44 H 0.1197
45 H 0.1201
46 H 0.1193
47 H 0.1017
48 H 0.1297
49 H 0.1459
50 H 0.1114
51 H 0.1008
52 H 0.0994
53 H 0.1098
54 H 0.1501
55 H 0.1039
56 H 0.1104
57 H 0.1147
58 H 0.0917
59 H 0.1328


(7)
Formula: C4H6OS
Source: OMol25
Level of theory: ωB97M-V/def2-TZVPD

Output
- HOMO-LUMO gap (eV) = 7.3
- max |F| (eV Å⁻¹) = 2.5
- energy relative to the best compared isomer or geometry (same formula, charge and spin) (kcal/mol) = 183.4
- multiplicity = 1

Structure (XYZ):
```
12
C4H6OS (ωB97M-V/def2-TZVPD)
C -1.1767 0.4040 1.0562
C 0.9012 -0.6568 0.9522
C -2.1026 0.5219 -0.0754
C 1.8726 -1.0557 -0.0166
O 0.7277 1.6430 -0.4894
S 0.3750 0.9711 0.7691
H -2.1614 1.6072 -0.4285
H -3.1460 0.3090 0.0195
H -1.5925 -0.0961 -0.8843
H 2.3839 -1.9946 0.3935
H 2.6753 -0.3836 -0.3946
H 1.2435 -1.2694 -0.9017
```

Calculated atomic charges, method Löwdin, unit e:
1 C -0.2584
2 C -0.2398
3 C -0.1883
4 C -0.2130
5 O -0.4815
6 S 0.8080
7 H 0.1106
8 H 0.0490
9 H 0.1146
10 H 0.0939
11 H 0.0943
12 H 0.1107


(8)
Formula: C3H4LiO3Y
Source: OMol25
Level of theory: ωB97M-V/def2-TZVPD

Output
- HOMO-LUMO gap (spin up / spin down) (eV) = 6.0 / 6.2
- total charge = +1
- max |F| (eV Å⁻¹) = 4.3
- energy relative to the best compared isomer or geometry (same formula, charge and spin) (kcal/mol) = 58.9
- multiplicity = 2

Structure (XYZ):
```
12
C3H4LiO3Y (ωB97M-V/def2-TZVPD)
H -0.7206 0.2598 2.3766
C -0.1626 -0.2241 1.5499
C 0.0128 0.8190 0.4996
O 0.1205 0.4025 -0.7488
Li -0.7802 -1.4149 -0.7715
O -0.7937 -1.3567 1.0571
H 0.8437 -0.4538 1.9648
H 0.3816 1.8237 0.7403
Y -1.5638 -3.2412 2.2362
C 0.8555 1.3805 -1.9754
O 0.7636 0.7337 -3.0850
H 1.0433 1.2715 -3.8438
```

Calculated atomic charges, method Löwdin, unit e:
1 H 0.1200
2 C -0.3834
3 C -0.1991
4 O -0.2381
5 Li 0.6785
6 O -0.6191
7 H 0.1226
8 H 0.1275
9 Y 1.0207
10 C 0.1628
11 O 0.0654
12 H 0.1422


What is the max |F| in the fifth record?
7.5 eV Å⁻¹


Which formula does entry 7 have?
C4H6OS


Which value of max |F| does entry 8 give?
4.3 eV Å⁻¹